Entry 1:
Density functional theory data (ωB97M-V with the def2-TZVPD basis set) for a single C5H10BNO molecule at a distorted geometry.

## Properties
**Highest occupied orbital energy**: -8.9332 eV
**HOMO-LUMO gap**: 9.73 eV
**ΔE to the lowest compared entry with this formula, charge and spin**: 0.254 eV

Geometry as XYZ:
```
18
Properties=species:S:1:pos:R:3:mulliken_charge:R:1
O -1.971 -1.132 -0.097 -0.583
N -1.658 1.133 -0.027 -0.230
C 0.639 -1.501 0.139 -0.860
C -0.525 0.664 0.656 0.000
C -0.630 -0.828 0.702 0.159
C 0.942 0.927 -0.012 -0.668
C 1.235 -0.338 -0.764 -0.729
B -2.514 0.057 -0.406 0.311
H 0.715 -0.351 -1.682 0.342
H 1.742 1.109 0.813 0.294
H 2.282 -0.608 -0.711 0.362
H 0.771 1.753 -0.655 0.361
H 0.386 -2.347 -0.443 0.412
H 1.363 -1.575 0.916 0.345
H -1.010 -1.318 1.673 0.230
H -0.393 1.255 1.585 0.176
H -3.599 0.157 -0.979 -0.111
H -1.684 2.101 -0.256 0.187
```

---

Entry 2:
Density functional theory data (ωB97M-V with the def2-TZVPD basis set) for 2 unconnected molecules or ions with the total composition C5H10Br2N3O3 at a distorted geometry.

## Properties
**Highest occupied orbital energy (alpha / beta)**: -12.5475 / -12.5467 eV
**HOMO-LUMO gap (alpha / beta)**: 8.34 / 8.34 eV
**Charge**: +1
**ΔE to the lowest compared entry with this formula, charge and spin**: 0.840 eV

Geometry as XYZ:
```
23
Properties=species:S:1:pos:R:3:mulliken_charge:R:1
Br -2.872 0.055 1.214 0.002
Br -2.024 -2.798 2.696 0.040
O 0.152 -0.747 3.711 -0.614
O 0.120 -2.881 0.693 -0.450
O -0.715 1.041 2.618 -0.350
N -0.703 -0.345 2.959 0.798
N 0.083 -0.876 -0.289 0.542
N 0.044 -1.871 0.202 0.377
C 0.387 0.231 -1.196 1.407
C -0.758 1.270 -1.489 -1.253
C 0.936 -0.467 -2.448 -1.490
C 1.601 0.819 -0.490 -1.685
C -1.704 -0.956 2.384 -0.138
H 0.016 -0.993 -2.950 0.379
H 2.481 0.290 -0.612 0.469
H 1.402 1.007 0.530 0.403
H -0.244 2.290 -1.734 0.319
H 1.233 0.397 -2.991 0.418
H -1.230 0.852 -2.403 0.346
H 1.787 -1.199 -2.355 0.428
H -0.708 1.638 3.373 0.284
H 2.017 1.796 -0.820 0.398
H -1.299 1.446 -0.602 0.368
```

---

Entry 3:
Density functional theory data (ωB97M-V with the def2-TZVPD basis set) for a molecular structure, C5H10Br3NO8V at a distorted geometry.

## Properties
**Highest occupied orbital energy**: 1.3597 eV
**HOMO-LUMO gap**: 2.47 eV
**Charge**: -3

Geometry as XYZ:
```
28
Properties=species:S:1:pos:R:3:mulliken_charge:R:1
Br -3.053 -4.925 -4.049 0.002
Br -1.496 -4.990 -6.857 -0.045
Br -4.096 -3.106 -6.630 -0.008
V 1.009 -0.214 0.072 1.720
O 1.284 -1.714 0.597 -0.756
O 4.820 1.133 0.312 -0.650
O 3.231 1.811 2.911 -0.710
O -3.209 -0.131 1.736 -0.853
O 0.433 -0.325 -1.446 -0.775
O 2.392 5.391 -1.641 -0.674
O 1.564 6.238 0.200 -0.667
O 0.557 4.689 -0.753 -0.640
N 1.523 5.462 -0.755 0.980
C -2.590 -3.872 -5.687 -0.310
C -3.907 -1.231 2.235 -0.354
C 5.369 1.136 1.658 -0.356
C -5.021 -1.842 1.424 -0.908
C 4.647 1.996 2.768 -0.403
H -5.809 -1.091 1.365 0.252
H -4.651 -2.051 0.420 0.173
H 5.170 1.895 3.719 0.229
H 5.375 0.147 2.116 0.189
H -4.304 -0.939 3.208 0.188
H -5.430 -2.787 1.783 0.335
H -3.235 -2.056 2.474 0.189
H -1.903 -3.073 -5.411 0.357
H 4.910 3.051 2.689 0.255
H 6.421 1.398 1.541 0.239
```

---

Entry 4:
Density functional theory data (ωB97M-V with the def2-TZVPD basis set) for a molecular structure, C5H10BrI at a distorted geometry.

## Properties
**Highest occupied orbital energy (alpha / beta)**: -8.7418 / -8.7420 eV
**HOMO-LUMO gap (alpha / beta)**: 7.30 / 7.30 eV
**ΔE to the lowest compared entry with this formula, charge and spin**: 1.061 eV

Geometry as XYZ:
```
17
Properties=species:S:1:pos:R:3:mulliken_charge:R:1
I 3.656 -0.931 0.304 -0.180
Br 1.675 2.191 -0.062 -0.050
C 0.773 0.130 1.759 -1.398
C -0.892 0.180 -1.226 -0.612
C 0.528 -0.290 -0.873 -0.361
C -2.051 -0.267 -0.261 -0.818
C 1.135 0.351 0.377 -0.086
H 1.346 0.589 2.421 0.502
H 1.235 -0.214 -1.785 0.363
H -0.195 0.559 1.831 0.463
H -2.047 -1.297 -0.332 0.318
H -1.045 1.276 -1.366 0.318
H -3.024 0.104 -0.672 0.338
H -0.969 -0.120 -2.211 0.445
H 0.686 -1.406 -0.551 0.305
H -1.707 0.017 0.762 0.086
H 0.897 -0.872 1.886 0.367
```

---

Entry 5:
Density functional theory data (ωB97M-V with the def2-TZVPD basis set) for a molecular structure, C5H10BrISi at a distorted geometry.

## Properties
**Highest occupied orbital energy**: -8.9220 eV
**HOMO-LUMO gap**: 9.01 eV
**ΔE to the lowest compared entry with this formula, charge and spin**: 1.745 eV

Geometry as XYZ:
```
18
Properties=species:S:1:pos:R:3:mulliken_charge:R:1
I -0.580 -0.036 -3.339 0.004
Br 1.225 2.109 2.503 -0.236
Si 0.195 -0.593 0.047 0.823
C -0.535 -1.590 1.598 -1.049
C 1.789 -0.836 -0.824 -1.031
C -0.386 2.713 0.170 -0.481
C -1.217 -0.432 -1.262 -1.099
C 0.123 1.761 0.879 -0.137
H 0.031 -2.467 1.854 0.386
H -1.937 -1.344 -1.269 0.414
H 2.458 0.032 -1.200 0.300
H -0.850 2.320 -0.713 0.153
H 2.474 -1.436 -0.147 0.310
H -0.702 -0.884 2.502 0.260
H -0.329 3.685 0.616 0.288
H 1.552 -1.394 -1.719 0.356
H -1.776 0.441 -1.014 0.435
H -1.535 -2.051 1.317 0.305
```

---

Entry 6:
Density functional theory data (ωB97M-V with the def2-TZVPD basis set) for a molecular structure, C5H10CaO3 at a distorted geometry.

## Properties
**Highest occupied orbital energy**: -6.1114 eV
**HOMO-LUMO gap**: 5.71 eV
**ΔE to the lowest compared entry with this formula, charge and spin**: 5.191 eV

Geometry as XYZ:
```
19
Properties=species:S:1:pos:R:3:mulliken_charge:R:1
Ca 0.652 1.321 0.609 1.368
O -1.428 0.777 0.620 -0.450
O 2.487 1.456 0.199 -0.969
O 0.982 -0.903 0.804 -0.541
C -0.382 -1.350 0.811 -0.208
C 1.502 -0.637 -0.554 -0.650
C -1.094 -0.410 -0.159 -0.729
C 2.760 0.197 -0.362 -0.191
C -2.470 1.548 0.049 -0.827
H 1.746 -1.608 -1.013 0.240
H -0.022 -0.815 -1.195 0.436
H -0.373 -2.326 0.297 0.319
H -2.332 1.671 -1.037 0.376
H -3.432 1.044 0.223 0.294
H -0.824 -1.598 1.785 0.332
H -2.024 -0.854 -0.532 0.398
H -2.454 2.534 0.527 0.291
H 3.475 -0.349 0.293 0.214
H 3.230 0.300 -1.362 0.297
```

---

Entry 7:
Density functional theory data (ωB97M-V with the def2-TZVPD basis set) for a molecular structure, C5H10CaO3 at a distorted geometry.

## Properties
**Highest occupied orbital energy**: -7.3764 eV
**HOMO-LUMO gap**: 7.10 eV
**ΔE to the lowest compared entry with this formula, charge and spin**: 2.123 eV

Geometry as XYZ:
```
19
Properties=species:S:1:pos:R:3:mulliken_charge:R:1
Ca 0.363 0.495 0.612 1.536
O 1.657 -0.986 0.321 -0.980
O 1.778 1.764 0.065 -0.998
O -1.719 0.265 0.146 -0.424
C -2.669 1.339 0.052 -0.764
C 2.972 1.035 0.004 -0.296
C -2.282 -1.003 0.215 0.165
C -1.573 -2.096 -0.056 -0.790
C 2.721 -0.431 -0.405 -0.307
H -2.078 -2.944 -0.516 0.231
H -0.551 -2.302 0.261 0.280
H -3.304 1.178 -0.827 0.337
H -3.278 1.378 0.964 0.348
H 3.687 1.482 -0.716 0.334
H -3.260 -1.013 0.701 0.316
H 3.657 -1.007 -0.259 0.312
H -2.100 2.267 -0.058 0.273
H 3.478 1.031 0.995 0.191
H 2.502 -0.452 -1.496 0.235
```

---

Entry 8:
Density functional theory data (ωB97M-V with the def2-TZVPD basis set) for a molecular structure, C5H10Cl2NO at a distorted geometry.

## Properties
**Highest occupied orbital energy**: -11.4167 eV
**HOMO-LUMO gap**: 5.75 eV
**Charge**: +1
**ΔE to the lowest compared entry with this formula, charge and spin**: 3.769 eV

Geometry as XYZ:
```
19
Properties=species:S:1:pos:R:3:mulliken_charge:R:1
Cl -1.068 0.897 -3.975 -0.043
Cl 1.923 1.797 0.137 -0.129
O -0.502 -2.050 -3.235 -0.281
N 0.378 0.492 1.733 0.126
C 0.631 0.939 0.530 -0.202
C 1.183 0.633 2.908 -0.849
C 0.001 -0.861 -2.981 0.136
C -0.764 -0.467 1.832 -0.735
C -0.850 0.191 -2.302 -0.182
H -1.121 -0.388 0.839 0.094
H 2.238 0.254 2.657 0.311
H 1.315 1.718 3.112 0.345
H 0.725 0.244 3.856 0.329
H -1.807 -0.137 -1.911 0.469
H -0.146 0.836 -1.686 0.131
H -1.400 -2.017 -3.040 0.359
H -0.334 -1.477 2.095 0.313
H -1.411 0.046 2.686 0.367
H 1.009 -0.650 -3.256 0.441
```

---

Entry 9:
Density functional theory data (ωB97M-V with the def2-TZVPD basis set) for a single C5H10ClN molecule at a distorted geometry.

## Properties
**Highest occupied orbital energy**: -9.2269 eV
**HOMO-LUMO gap**: 10.23 eV
**ΔE to the lowest compared entry with this formula, charge and spin**: 0.969 eV

Geometry as XYZ:
```
17
Properties=species:S:1:pos:R:3:mulliken_charge:R:1
Cl 2.789 0.520 -0.906 -0.217
N -1.973 0.422 1.397 -0.584
C -2.971 -0.275 0.527 -0.396
C 1.320 -0.402 -0.512 -0.498
C -1.808 -0.788 -0.409 -0.780
C 0.366 0.483 0.254 -0.703
C -0.856 -0.354 0.703 0.259
H -1.729 -1.856 -0.567 0.290
H 0.884 0.889 1.179 0.295
H -0.057 1.296 -0.361 0.277
H -0.524 -1.286 1.244 0.291
H 0.937 -0.847 -1.432 0.336
H -1.750 -0.271 -1.331 0.288
H -3.642 0.407 0.018 0.273
H -3.544 -1.058 0.997 0.261
H 1.612 -1.238 0.088 0.333
H -2.084 0.186 2.408 0.277
```

---

Entry 10:
Density functional theory data (ωB97M-V with the def2-TZVPD basis set) for a gas-phase ion, C5H10ClN2 (charge +1) at a distorted geometry.

## Properties
**Highest occupied orbital energy**: -13.8137 eV
**HOMO-LUMO gap**: 10.05 eV
**Charge**: +1
**ΔE to the lowest compared entry with this formula, charge and spin**: 1.857 eV

Geometry as XYZ:
```
18
Properties=species:S:1:pos:R:3:mulliken_charge:R:1
Cl -0.416 2.246 0.598 -0.101
N 2.257 -0.517 0.241 -0.116
N 0.781 0.380 -1.036 -0.020
C -2.387 -0.015 -0.541 -1.382
C 0.149 0.589 0.221 0.276
C 1.235 0.038 1.216 -0.653
C -1.319 -0.502 0.428 -0.550
C 1.908 -0.232 -0.988 -0.176
H -1.000 -1.417 0.132 0.411
H 1.031 -0.655 1.996 0.370
H 0.602 0.903 -1.896 0.284
H 1.636 0.961 1.666 0.339
H -2.601 0.981 -0.554 0.466
H -2.341 -0.206 -1.562 0.410
H 2.521 -0.580 -1.804 0.434
H -3.323 -0.310 -0.078 0.370
H -1.683 -0.470 1.458 0.385
H 2.949 -1.194 0.503 0.252
```

---

Entry 11:
Density functional theory data (ωB97M-V with the def2-TZVPD basis set) for 2 unconnected molecules or ions with the total composition C5H10ClNO3P at a distorted geometry.

## Properties
**Highest occupied orbital energy**: -3.2236 eV
**HOMO-LUMO gap**: 6.59 eV
**Charge**: -1
**ΔE to the lowest compared entry with this formula, charge and spin**: 0.191 eV

Geometry as XYZ:
```
21
Properties=species:S:1:pos:R:3:mulliken_charge:R:1
Cl -2.850 1.062 -3.716 -0.315
P 0.206 1.699 1.749 0.858
O -1.751 -0.030 -0.122 -0.722
O -0.111 3.062 1.334 -0.641
O 0.047 1.198 3.110 -0.594
N 1.221 0.949 0.704 -0.125
C -2.531 0.073 -2.307 -0.390
C 1.356 -0.950 -0.798 -1.296
C -2.016 0.615 -1.187 -0.188
C 1.537 -0.466 0.636 0.518
C 0.638 -1.254 1.573 -1.367
H 2.593 -0.583 0.935 0.199
H 0.306 -0.858 -1.066 0.222
H 0.781 -0.940 2.600 0.415
H -1.790 1.701 -1.220 0.250
H 1.649 -1.994 -0.885 0.390
H -0.394 -1.062 1.281 0.279
H 1.123 1.415 -0.185 0.298
H 0.848 -2.318 1.489 0.422
H -2.825 -0.954 -2.436 0.389
H 1.960 -0.363 -1.489 0.399
```

---

Entry 12:
Density functional theory data (ωB97M-V with the def2-TZVPD basis set) for 2 unconnected molecules or ions with the total composition C5H10F2O2 at a distorted geometry.

## Properties
**Highest occupied orbital energy (alpha / beta)**: -7.2820 / -7.3215 eV
**HOMO-LUMO gap (alpha / beta)**: 7.91 / 7.97 eV
**ΔE to the lowest compared entry with this formula, charge and spin**: 3.049 eV

Geometry as XYZ:
```
19
Properties=species:S:1:pos:R:3:mulliken_charge:R:1
F -2.480 -0.364 1.092 -0.248
F -2.484 0.934 -0.722 -0.274
O -1.943 -1.380 -0.802 -0.404
O -0.117 1.774 1.224 -0.456
C -1.927 -0.192 -0.083 0.332
C 1.001 -0.267 1.032 -0.440
C 1.558 -1.446 0.222 -1.073
C 0.315 0.881 0.348 0.589
C 0.573 1.177 -1.056 -1.392
H 1.124 2.101 -1.298 0.332
H 2.115 -2.143 0.950 0.314
H 1.043 0.354 -1.458 0.394
H 0.608 -2.024 -0.196 0.219
H -2.808 -1.359 -1.305 0.278
H -0.612 2.388 0.722 0.394
H -0.320 1.194 -1.514 0.390
H 1.839 0.194 1.689 0.360
H 2.244 -1.302 -0.623 0.357
H 0.272 -0.519 1.779 0.329
```

---

Total energy list, top to bottom, in hartree: -351.4007, -5733.9648, -9518.6836, -3068.1309, -3357.6254, -1099.6446, -1099.7573, -1246.4696, -711.4199, -765.9294, -1278.6438, -546.5974